(1)
Density functional theory data (ωB97M-V/def2-TZVPD) for a cluster of 8 separate species, C16H40O8 in total.

```
64
Properties=species:S:1:pos:R:3:forces:R:3
C -1.8551 -6.6354 1.9898 -1.253 -0.796 0.230
C -2.3373 -6.8814 3.4328 0.308 -0.973 0.544
C -2.8153 -5.5177 3.9815 2.428 -0.066 -2.474
O -2.8172 -4.6997 2.7675 -1.184 0.884 -0.683
C -2.7916 -5.4849 1.5670 1.787 -0.757 0.974
H -1.9400 -7.5244 1.3648 -0.421 -0.155 0.045
H -0.7935 -6.4095 1.8902 -0.092 0.683 0.365
H -1.5165 -7.2700 4.0356 0.030 0.080 0.176
H -3.0799 -7.6784 3.4732 -0.319 0.199 -0.187
H -1.9006 -5.0885 4.3906 -0.583 0.014 1.395
H -3.7169 -5.4550 4.5909 0.089 -0.022 -0.252
H -2.1946 -5.0506 0.7651 -0.773 1.104 0.015
H -3.7972 -5.7714 1.2592 0.075 -0.167 -0.105
C -4.6656 5.0711 -5.7531 -1.015 -0.951 2.543
C -3.7545 4.4041 -6.7180 0.180 0.018 -0.856
C -2.4866 5.2474 -6.5783 -0.967 1.598 -1.104
O -2.9100 6.5447 -6.0921 -0.597 0.285 0.573
C -4.2921 6.5250 -5.7022 0.567 -0.632 -0.112
H -4.4753 4.6484 -4.7666 0.119 -0.047 0.299
H -5.7420 4.9347 -5.8579 0.017 -0.124 -0.557
H -4.2630 4.5094 -7.6763 0.664 0.006 -0.513
H -3.5257 3.3465 -6.5870 -0.344 0.021 0.323
H -2.1632 5.5658 -7.5693 0.965 -0.919 -0.006
H -1.7228 4.8505 -5.9096 0.006 -0.137 -0.238
H -4.9690 7.0575 -6.3703 0.442 0.588 -0.241
H -4.3843 6.8999 -4.6828 -0.034 0.291 -0.110
C -0.3355 1.0215 5.0371 -2.020 -3.008 1.071
C 0.5063 2.1395 4.6785 0.139 0.850 -1.839
C 1.8624 1.4473 4.4527 0.806 -0.391 1.242
O 1.7293 0.0504 4.9067 0.504 1.239 -0.782
C 0.5829 0.0458 5.6888 -0.145 -0.972 1.387
H -0.6657 0.4774 4.1522 -0.637 0.324 -0.123
H -1.1387 1.2086 5.7498 -0.378 0.282 -0.478
H 0.3978 2.9342 5.4167 0.797 0.077 -0.151
H 0.0776 2.4420 3.7231 0.427 0.918 0.022
H 2.5831 1.9105 5.1266 0.353 0.081 -0.211
H 2.2664 1.4091 3.4411 -0.282 0.191 0.036
H 0.7236 0.3388 6.7293 0.722 0.486 0.352
H 0.2466 -0.9826 5.8207 -0.320 -0.111 -0.578
C 1.3459 0.8759 -1.2840 0.122 2.619 -0.161
C 1.6409 -0.5707 -1.2688 -0.023 -0.507 -1.158
C 2.5765 -0.6869 -2.5192 -0.608 -0.836 0.363
O 2.3133 0.4768 -3.4027 0.550 -1.608 1.366
C 1.2680 1.2424 -2.8033 -0.042 -1.064 1.222
H 2.1380 1.5368 -0.9319 0.431 -0.381 0.434
H 0.4782 1.1576 -0.6876 -0.283 -0.018 -0.290
H 0.6742 -1.0452 -1.4374 0.001 -0.378 -0.456
H 1.9607 -1.0328 -0.3348 0.647 0.355 -0.106
H 2.4321 -1.6592 -2.9902 -0.839 0.239 -0.810
H 3.6102 -0.8784 -2.2312 0.438 1.415 0.073
H 0.2970 0.8957 -3.1570 -0.161 0.244 -0.483
H 1.4601 2.2939 -3.0171 -0.228 -0.090 0.021
O 4.2611 -5.9844 -2.5336 -0.121 0.094 -0.169
H 5.2132 -6.0728 -2.4881 0.247 -0.004 -0.034
H 3.9457 -6.3608 -1.7120 -0.129 -0.082 0.206
O 4.9932 5.7199 0.6343 -0.138 0.217 -0.065
H 5.0486 4.8114 0.3380 0.052 -0.298 -0.146
H 5.4204 5.7195 1.4908 0.114 0.030 0.195
O 0.8238 -3.3156 2.8694 0.211 -0.169 -0.109
H -0.0179 -3.6868 3.1338 -0.335 -0.121 -0.005
H 0.7435 -2.3805 3.0577 0.074 0.308 0.098
O 6.3068 1.7806 0.2446 -0.138 0.249 -0.022
H 6.9112 1.2192 -0.2409 0.146 -0.102 -0.191
H 6.2289 1.3638 1.1027 -0.047 -0.102 0.234
```
Positions in Å, forces in eV/Å.

As for the spin multiplicity: 1. For the energy relative to the best compared isomer or geometry (same formula, charge and spin), the calculation gives 2.710 eV.

---

(2)
Density functional theory data (ωB97M-V/def2-TZVPD) for a structure of composition C16H41AlO4P.

```
63
Properties=species:S:1:pos:R:3:forces:R:3
C -5.4432 0.3202 3.9448 1.074 -0.705 -0.839
C -4.9403 -0.3425 2.8094 -1.759 -0.567 1.326
Al -5.5233 0.1758 0.9179 -0.750 0.567 0.068
O -6.3866 1.8081 0.9694 0.667 -1.152 -0.197
C -3.9932 0.2558 -0.4224 -0.202 -0.811 0.698
C -2.9127 -0.8317 -0.0215 -0.474 1.040 -0.218
P -6.9454 -1.5802 0.1640 -0.124 -0.452 -1.010
C -8.7060 -1.1452 0.7113 0.208 0.191 0.116
C -6.3069 -3.0875 1.1050 -0.095 0.150 -0.239
C -6.7551 -4.4670 0.5107 0.116 0.150 1.210
H -6.4898 0.1876 4.2810 -0.025 1.616 -1.211
H -4.8090 0.9691 4.5884 -0.008 -1.587 0.706
H -4.2165 -1.1761 2.9876 1.395 1.929 -0.201
H -7.2736 1.7338 1.3159 -0.234 0.068 0.138
H -4.4048 -0.0521 -1.4111 0.225 0.508 0.503
H -3.6088 1.2941 -0.4698 0.123 -0.618 -0.122
H -3.3376 -1.8294 -0.2616 0.519 0.448 0.079
H -2.7089 -0.7992 1.0684 0.047 -0.081 -0.559
H -1.9751 -0.6247 -0.5768 -0.291 -0.546 0.254
H -9.2550 -0.8355 -0.2018 0.268 -0.190 0.543
H -9.2587 -1.9855 1.1737 0.296 0.442 -0.095
H -8.6481 -0.2671 1.3889 -0.400 -0.617 -0.150
H -6.5373 -2.9657 2.1844 0.125 -0.398 -0.480
H -5.1970 -3.0439 1.0175 -0.656 0.269 0.053
H -6.9921 -4.4307 -0.5659 0.265 0.095 0.475
H -7.6480 -4.8156 1.0681 0.284 0.052 -0.464
H -5.9415 -5.1973 0.7257 -0.589 0.202 -0.373
C 1.0230 2.8307 -0.5888 -0.126 0.147 0.190
C 0.4904 1.4427 -0.9096 0.295 0.231 -0.535
C 1.5668 0.5702 -1.5365 0.023 -0.277 0.084
O -0.6181 1.5528 -1.7968 -0.210 -0.150 0.285
H 1.3557 3.3383 -1.4999 0.082 -0.103 -0.018
H 0.2388 3.4487 -0.1475 0.010 -0.073 0.031
H 1.8618 2.7815 0.1065 0.026 0.025 -0.050
H 0.1208 0.9703 0.0025 -0.176 0.009 -0.104
H 1.9178 1.0053 -2.4782 0.021 0.111 0.060
H 1.1672 -0.4183 -1.7723 -0.045 0.037 0.063
H 2.4215 0.4524 -0.8680 0.015 0.035 -0.060
H -0.3073 1.9683 -2.6063 0.028 0.019 -0.052
C 6.4522 1.5121 1.4450 0.231 0.061 -0.203
C 5.0325 1.7619 0.9624 0.100 -0.293 0.621
C 4.1301 2.1993 2.1060 -0.157 0.111 -0.071
O 4.5134 0.5694 0.3703 0.005 0.096 -0.387
H 6.4743 0.7134 2.1921 -0.084 0.072 0.055
H 7.0866 1.1901 0.6175 -0.036 0.016 0.012
H 6.8845 2.4126 1.8867 -0.020 -0.030 0.025
H 5.0385 2.5285 0.1846 -0.090 -0.162 -0.115
H 4.0764 1.4235 2.8753 0.128 0.017 0.005
H 3.1131 2.3655 1.7517 0.037 0.038 0.007
H 4.4936 3.1203 2.5660 -0.009 -0.035 0.014
H 4.5029 -0.1138 1.0486 -0.018 -0.003 0.071
C 7.0254 0.7225 -2.5821 0.120 0.204 0.028
C 7.4043 -0.7468 -2.4893 -0.672 0.103 -0.071
C 6.7285 -1.5618 -3.5812 0.124 -0.186 -0.106
O 7.0300 -1.2566 -1.2122 0.378 -0.143 0.100
H 5.9469 0.8539 -2.4559 -0.003 -0.091 -0.068
H 7.5099 1.2939 -1.7880 0.053 -0.029 -0.054
H 7.3170 1.1470 -3.5453 -0.021 0.005 0.021
H 8.4882 -0.8525 -2.5707 -0.021 -0.077 0.172
H 5.6402 -1.5053 -3.4890 0.023 0.131 -0.008
H 7.0015 -2.6153 -3.4970 0.056 0.050 -0.008
H 7.0121 -1.2060 -4.5741 -0.043 -0.011 0.009
H 6.0740 -1.1666 -1.1276 -0.028 0.144 0.045
```
Positions in Å, forces in eV/Å.

As for the spin multiplicity: 1. As for the net charge: -1.

---

| no. | Kohn-Sham gap (eV) |
| --- | --- |
| 1 | 9.740 |
| 2 | 4.800 |